Record 1
C17H39IO4P | wB97M-V/def2-TZVPD

Results
total charge	-1
HOMO	-4.44	eV
spin multiplicity	1
LUMO energy	2.5	eV

```
62
Properties=species:S:1:pos:R:3:mulliken_charge:R:1
C -4.028 -0.869 -2.001 -0.9399
C -2.895 -0.191 -2.014 -0.8588
C -2.281 0.597 -0.887 1.6966
C -1.309 -0.378 -0.138 -0.3109
C -1.432 -0.592 1.365 -0.5063
C -2.735 -1.230 1.887 -0.1573
C -2.526 -2.448 2.808 -1.1655
C -3.334 1.377 -0.046 -0.6269
O -3.241 2.725 -0.382 -0.5973
P -1.525 3.111 -0.592 -0.0539
C 0.371 3.392 -0.660 -0.9498
C 0.893 3.468 0.773 -0.0959
C 2.347 3.909 0.877 -0.9503
I 2.748 4.854 2.780 -0.1089
O -1.481 1.592 -1.498 -0.3476
H -4.323 -1.492 -2.834 0.2730
H -4.698 -0.836 -1.151 0.2257
H -2.281 -0.194 -2.910 0.1911
H -1.331 -1.345 -0.652 0.1027
H -0.319 0.038 -0.325 0.0098
H -1.225 0.357 1.867 0.1092
H -0.597 -1.246 1.634 0.2966
H -3.304 -0.476 2.432 0.3797
H -3.360 -1.502 1.033 0.0431
H -3.087 -3.317 2.459 0.3223
H -1.472 -2.720 2.864 0.2999
H -2.869 -2.238 3.823 0.2864
H -3.204 1.221 1.030 0.3190
H -4.342 1.038 -0.296 0.3632
H -1.310 2.386 0.647 -0.3028
H -1.680 4.376 0.106 0.1129
H -1.757 3.762 -1.858 -0.0618
H 0.605 4.331 -1.174 0.4399
H 0.831 2.564 -1.208 0.2564
H 0.242 4.157 1.317 0.4035
H 0.815 2.490 1.253 0.0328
H 2.645 4.633 0.125 0.5171
H 3.019 3.054 0.863 0.3074
C 0.640 -0.941 -3.592 -0.9035
C 1.537 -2.081 -3.137 0.4589
C 1.590 -3.202 -4.165 -1.4490
O 1.116 -2.586 -1.871 -0.5199
H -0.384 -1.300 -3.720 0.2089
H 0.608 -0.140 -2.853 0.0708
H 0.979 -0.526 -4.544 0.4649
H 2.548 -1.705 -2.966 0.2915
H 0.590 -3.618 -4.315 0.3508
H 2.242 -4.007 -3.823 0.3273
H 1.956 -2.841 -5.128 0.3934
H 0.213 -2.905 -1.970 0.3186
C 3.414 0.162 3.069 -1.3247
C 2.797 -1.184 2.712 0.4502
C 3.873 -2.229 2.449 -1.4241
O 1.937 -1.062 1.583 -0.3281
H 4.022 0.523 2.234 0.3176
H 2.642 0.907 3.265 0.2956
H 4.057 0.089 3.948 0.4100
H 2.152 -1.529 3.523 0.2971
H 4.500 -1.918 1.609 0.3550
H 3.420 -3.187 2.192 0.3485
H 4.515 -2.367 3.322 0.3932
H 2.467 -0.710 0.860 0.2421
```

---

Record 2
C11H15BI2N2O3S | wB97M-V/def2-TZVPD

Results
HOMO	-8.81	eV
spin multiplicity	1
LUMO energy	-0.6	eV

```
35
Properties=species:S:1:pos:R:3:mulliken_charge:R:1
C 1.363 -2.119 -1.983 -1.3227
C 0.523 -3.052 -1.137 -0.3722
I -0.916 -3.994 -2.454 0.0563
C -0.235 -2.364 0.039 -1.3620
I 0.848 -2.739 1.873 0.1010
C -0.496 -0.884 -0.140 0.6471
C 0.405 0.091 0.170 0.4902
C 0.154 1.482 -0.029 0.7794
C 1.223 2.472 0.331 -1.5438
B 2.627 2.126 -0.304 0.5738
O 3.773 2.626 0.265 -0.5357
O 2.725 1.355 -1.450 -0.5589
C -1.048 1.872 -0.544 -1.3364
C -2.016 0.892 -0.856 0.2015
N -3.245 1.119 -1.333 -0.7152
S -3.969 -0.289 -1.487 0.1086
N -2.795 -1.279 -0.969 -0.5721
C -1.774 -0.492 -0.658 0.9351
H 0.803 -1.288 -2.391 0.3810
H 1.750 -2.685 -2.825 0.5585
H 2.233 -1.783 -1.424 0.2253
H 1.149 -3.821 -0.710 0.5203
H -1.191 -2.850 0.158 0.7237
H 1.355 -0.203 0.586 0.3826
H 1.320 2.491 1.417 0.2732
H 0.912 3.469 0.030 0.3535
H 4.460 2.764 -0.393 0.3057
H 3.466 0.748 -1.367 0.3012
H -1.259 2.915 -0.710 0.4118
C -2.258 0.849 3.093 -0.4616
O -1.022 0.152 3.196 -0.4418
H -2.126 1.825 3.553 0.2403
H -2.544 0.989 2.045 0.1102
H -3.056 0.317 3.619 0.2976
H -1.139 -0.712 2.789 0.2444
```

---

Record 3
C3H11N2S | wB97M-V/def2-TZVPD

Results
total charge	+2
HOMO (alpha / beta)	-19.61 / -19.60	eV
⟨S²⟩	0.7537
spin multiplicity	2
LUMO energy (alpha / beta)	-8.1 / -12.6	eV

```
17
Properties=species:S:1:pos:R:3:mulliken_charge:R:1
C 0.267 1.522 -1.887 -1.0998
C 1.367 0.591 -2.257 -0.3273
S 1.136 -1.012 -1.150 0.2020
H -0.214 1.995 -2.752 0.3291
H 0.404 2.407 -1.248 0.4131
H -0.667 1.082 -1.434 0.2496
H 1.398 0.039 -3.191 0.4756
H 2.354 0.960 -1.925 0.4190
H 2.397 -1.392 -1.502 0.3463
N -0.536 -0.329 1.375 -0.2645
C -1.592 0.206 2.000 0.2148
N -1.993 -0.064 3.197 -0.2782
H 0.084 -0.883 1.958 0.2272
H -0.038 0.055 0.587 0.1954
H -1.976 1.006 1.369 0.3374
H -2.490 0.657 3.710 0.2925
H -1.624 -0.889 3.661 0.2679
```

---

Record 4
C2HIN2O | wB97M-V/def2-TZVPD

Results
HOMO	-9.17	eV
SMILES	N#[N+][O-].C#CI
spin multiplicity	1
LUMO energy	0.4	eV

```
7
Properties=species:S:1:pos:R:3:mulliken_charge:R:1
C 0.731 0.986 -0.162 0.1380
C 1.878 0.834 -0.258 -0.7017
N 1.882 -2.639 -0.051 -0.3372
N 1.003 -1.969 0.071 0.8455
O 0.131 -1.218 0.139 -0.5314
I 3.668 0.000 -0.031 0.2320
H -0.265 1.248 0.211 0.3549
```

---

Record 5
C8H21N3 | wB97M-V/def2-TZVPD

Results
total charge	+2
HOMO (alpha / beta)	-14.06 / -14.26	eV
spin multiplicity	1
LUMO energy (alpha / beta)	-7.7 / -7.6	eV

```
32
Properties=species:S:1:pos:R:3:mulliken_charge:R:1
C -4.478 0.347 -1.137 -0.2675
C -5.240 -0.376 0.159 -0.1393
C 8.583 1.170 0.058 -1.1689
C 10.372 -0.451 -0.457 -1.2042
C 8.551 -1.296 0.979 -1.2363
C -7.335 2.177 0.609 -0.7516
C -6.918 -1.791 -0.727 -0.8414
C 9.173 -0.160 0.208 1.1320
N -4.073 -0.902 -0.611 -0.4207
N -8.102 0.933 0.466 -0.3726
N -6.398 -0.963 0.212 -0.0892
H -4.898 0.220 -2.100 0.2694
H -3.914 1.243 -1.034 0.3054
H -4.937 0.156 1.056 0.5590
H 9.460 1.891 0.231 0.3904
H 8.351 1.393 -0.988 0.3622
H 7.860 1.450 0.799 0.3742
H 10.891 -1.392 -0.203 0.3661
H 10.947 0.456 -0.616 0.3932
H 10.142 -0.562 -1.462 0.4233
H 7.791 -1.809 0.328 0.3435
H 9.293 -1.947 1.509 0.3905
H 7.914 -0.927 1.675 0.4341
H -6.812 1.995 1.693 0.2454
H -6.496 2.168 -0.008 0.2127
H -7.828 3.090 0.753 0.3777
H -6.976 -2.701 -0.153 0.3865
H -8.071 -1.729 -0.778 0.3266
H -6.427 -1.948 -1.604 0.4156
H -3.236 -0.951 0.024 0.3128
H -8.371 0.416 1.274 0.2599
H -8.820 0.801 -0.155 0.2111
```

---

Record 6
C7H17NO | wB97M-V/def2-TZVPD

Results
HOMO	-9.30	eV
SMILES	C[C@H](O)C(C)(C)[C@@H](C)N
spin multiplicity	1
LUMO energy	0.9	eV

```
26
Properties=species:S:1:pos:R:3:mulliken_charge:R:1
C 0.331 -0.005 0.311 1.8599
C -0.591 1.130 0.853 -0.0933
C -0.330 -0.675 -0.920 -0.1907
C 1.698 0.566 -0.086 -2.0648
C 0.539 -0.998 1.460 -2.0903
C -1.049 2.133 -0.205 -1.4074
C 0.349 -1.988 -1.336 -1.5663
N -1.759 -0.857 -0.691 -0.5011
O 0.011 1.802 1.942 -0.5771
H 0.698 2.380 1.590 0.3867
H -1.479 0.657 1.281 0.5026
H -0.243 0.024 -1.761 0.4412
H -2.190 -1.251 -1.521 0.2953
H -1.907 -1.517 0.065 0.2316
H 2.179 1.024 0.776 0.5030
H 1.607 1.306 -0.878 0.3846
H 2.354 -0.225 -0.440 0.4701
H 0.808 -0.448 2.359 0.4813
H 1.335 -1.703 1.235 0.4257
H -0.375 -1.550 1.670 0.3900
H -0.203 2.577 -0.725 0.2869
H -1.701 1.645 -0.921 0.3396
H -1.605 2.928 0.287 0.3967
H 1.412 -1.854 -1.511 0.3557
H 0.213 -2.753 -0.574 0.3073
H -0.100 -2.348 -2.261 0.4328
```

---

Record 7
C19H21ClHgN2O | wB97M-V/def2-TZVPD

Results
total charge	-1
HOMO (alpha / beta)	-2.18 / -4.29	eV
⟨S²⟩	0.7581
spin multiplicity	2
LUMO energy (alpha / beta)	2.7 / 2.7	eV

```
45
Properties=species:S:1:pos:R:3:mulliken_charge:R:1
Hg 0.591 0.361 -0.159 0.2950
C 0.458 0.217 2.158 0.0207
C 0.252 0.135 3.362 -0.6192
C 0.035 0.070 4.779 0.1157
C -0.320 1.215 5.505 -0.4533
C -0.497 1.163 6.880 -0.3717
C -0.331 -0.034 7.566 -0.4027
C 0.005 -1.181 6.857 -0.3733
C 0.183 -1.132 5.482 -0.4621
H -0.447 2.146 4.968 0.3988
H -0.754 2.065 7.422 0.3524
H -0.456 -0.071 8.641 0.3539
H 0.140 -2.118 7.383 0.3536
H 0.448 -2.025 4.931 0.4111
Cl 3.398 -1.557 -0.086 -0.2694
C 2.861 0.061 -0.700 -0.7725
H 3.162 0.121 -1.741 0.2876
H 3.362 0.811 -0.093 0.1934
C -5.649 0.927 -5.091 -1.0839
C -5.494 2.129 -4.169 -0.8198
N -4.626 1.849 -3.030 0.2524
C -3.320 2.512 -3.018 -0.8315
C -2.375 1.995 -4.091 -1.0333
C -5.206 1.254 -1.949 0.4505
O -6.405 1.002 -1.921 -0.6552
C -4.333 0.870 -0.792 0.4851
C -4.803 1.045 0.502 -0.4940
C -4.040 0.579 1.556 -0.5104
C -2.851 -0.090 1.280 -0.4234
N -2.402 -0.273 0.044 -0.3447
C -3.131 0.194 -0.960 -0.3097
H -6.355 1.151 -5.895 0.3725
H -6.032 0.077 -4.525 0.2957
H -4.694 0.645 -5.538 0.2679
H -6.475 2.413 -3.790 0.4192
H -5.075 2.979 -4.711 0.3953
H -2.869 2.380 -2.040 0.5812
H -3.477 3.587 -3.156 0.3379
H -2.179 0.930 -3.962 0.2240
H -1.423 2.524 -4.024 0.3966
H -2.783 2.154 -5.092 0.3277
H -5.749 1.548 0.660 0.4448
H -4.363 0.710 2.581 0.4092
H -2.221 -0.476 2.074 0.4135
H -2.739 0.005 -1.955 0.3745
```

---

Record 8
C9H14IN | wB97M-V/def2-TZVPD

Results
HOMO	-8.36	eV
spin multiplicity	1
LUMO energy	0.7	eV

```
25
Properties=species:S:1:pos:R:3:mulliken_charge:R:1
C 1.232 -1.075 1.685 -0.1655
C 0.214 -0.548 -0.355 0.1031
C 0.283 -0.536 -1.672 1.2429
C 0.434 -0.127 2.558 -0.8578
C -0.972 0.060 2.089 -0.8123
C -1.045 0.564 0.702 0.0274
C 1.292 -1.347 -2.382 -1.5988
C -0.510 0.270 -2.594 -1.2434
C -0.535 1.920 0.540 -1.3283
N 1.080 -1.256 0.407 -0.5828
I -3.013 0.368 -0.117 0.1006
H 1.919 -1.830 2.028 0.4433
H 0.357 -0.522 3.620 0.3611
H 0.736 0.890 2.769 0.3545
H -1.534 -0.809 2.485 0.3982
H -1.527 0.809 2.799 0.3622
H 1.139 -1.370 -3.460 0.4437
H 2.267 -0.868 -2.373 0.3115
H 1.231 -2.326 -2.064 0.4488
H -1.241 -0.513 -3.002 0.2579
H -1.004 0.889 -1.956 0.1917
H 0.245 0.705 -3.299 0.3911
H -0.929 2.561 1.308 0.3844
H -0.664 2.352 -0.452 0.3547
H 0.543 1.740 0.737 0.4118
```

---

Record 9
C5H7ClO | wB97M-V/def2-TZVPD

Results
HOMO	-9.17	eV
SMILES	O[C@@H]1CCC=C1Cl
spin multiplicity	1
LUMO energy	0.7	eV

```
14
Properties=species:S:1:pos:R:3:mulliken_charge:R:1
C 0.618 0.131 0.852 0.2112
C -0.380 0.962 1.504 -0.8598
C -1.689 0.564 0.826 -0.5403
C -1.293 0.371 -0.526 -0.4432
C -0.058 0.008 -0.480 0.1840
H 1.503 -1.683 1.441 0.3453
H 1.603 0.467 0.630 0.4906
H -0.417 2.035 1.404 0.2940
H -0.361 0.855 2.688 0.2388
H -2.634 1.125 1.032 0.3964
H -1.936 -0.499 1.230 0.1464
H -1.966 0.263 -1.391 0.3610
O 0.618 -1.079 1.545 -0.5950
Cl 0.946 -0.362 -1.909 -0.2293
```

---

Record 10
C20H16N2O6 | wB97M-V/def2-TZVPD

Results
HOMO	-7.75	eV
SMILES	Cc1onc(-c2ccccc2)c1C(=O)OCC(=O)Nc1ccc2c(c1)OCO2
spin multiplicity	1
LUMO energy	0.5	eV

```
44
Properties=species:S:1:pos:R:3:mulliken_charge:R:1
C -4.856 -0.304 0.010 -0.9945
C -3.945 0.240 1.039 0.2293
C -2.647 -0.070 1.404 0.5365
C -2.371 0.849 2.475 0.0730
N -3.417 1.603 2.684 -0.7011
O -4.386 1.228 1.812 -0.1883
C -1.155 1.032 3.260 0.4075
C -0.731 2.328 3.549 -0.5030
C 0.417 2.534 4.289 -0.5321
C 1.145 1.452 4.757 -0.3837
C 0.714 0.163 4.492 -0.6982
C -0.432 -0.051 3.748 -0.2668
H -0.768 -1.057 3.553 0.4420
H 1.273 -0.682 4.867 0.3980
H 2.044 1.614 5.333 0.4044
H 0.746 3.540 4.502 0.3813
H -1.309 3.162 3.180 0.4205
C -1.752 -1.024 0.765 0.9752
O -0.619 -1.275 1.119 -0.8152
O -2.327 -1.598 -0.301 -0.2801
C -1.594 -2.597 -1.006 -0.8611
C -0.609 -2.007 -2.039 0.8851
O -0.805 -2.123 -3.227 -0.6534
N 0.444 -1.400 -1.449 0.0454
C 1.526 -0.741 -2.042 0.3648
C 2.434 -0.123 -1.186 -0.5972
C 3.550 0.550 -1.671 -1.1704
C 3.721 0.580 -3.033 0.9767
C 2.809 -0.037 -3.892 0.9404
C 1.703 -0.705 -3.431 -1.1580
H 1.005 -1.178 -4.098 0.5768
O 3.214 0.144 -5.187 -0.4856
C 4.409 0.892 -5.120 -0.2504
O 4.719 1.163 -3.770 -0.4772
H 4.281 1.841 -5.666 0.2361
H 5.230 0.318 -5.579 0.2361
H 4.252 1.026 -1.007 0.4175
H 2.266 -0.166 -0.121 0.4945
H 0.444 -1.377 -0.430 0.0141
H -1.045 -3.225 -0.294 0.3519
H -2.342 -3.185 -1.539 0.3360
H -5.816 0.199 0.077 0.3622
H -4.430 -0.157 -0.981 0.2434
H -4.988 -1.375 0.153 0.2675
```

---

Record 11
C20H60N10O10 | wB97M-V/def2-TZVPD

Results
HOMO	-8.68	eV
SMILES	NC(N)=O.NC(N)=O.NC(N)=O.NC(N)=O.NC(N)=O.CC(C)O.CC(C)O.CC(C)O.CC(C)O.CC(C)O
spin multiplicity	1
LUMO energy	-0.5	eV

```
100
Properties=species:S:1:pos:R:3:mulliken_charge:R:1
C -22.946 -1.298 -27.304 0.4710
O -24.254 -1.014 -27.405 -0.7436
N -22.100 -0.524 -26.707 -0.4601
N -22.431 -2.465 -27.631 -0.2483
H -22.591 0.168 -26.074 0.1950
H -21.175 -0.797 -26.432 0.2355
H -23.103 -3.115 -27.990 0.2369
H -21.442 -2.666 -27.612 0.2159
C -18.905 3.570 -24.312 0.6834
O -19.516 4.356 -25.235 -1.0061
N -19.022 3.882 -23.068 -0.4148
N -18.052 2.691 -24.668 0.0566
H -19.623 4.701 -22.833 0.2884
H -18.657 3.392 -22.269 0.1853
H -17.993 2.458 -25.655 -0.4282
H -17.741 1.899 -24.004 0.3263
C -17.304 3.563 -27.748 0.0730
O -17.517 2.337 -27.154 -0.7937
N -17.525 4.707 -27.233 -0.1233
N -16.905 3.738 -28.943 -0.3995
H -18.080 4.653 -26.361 0.0821
H -16.768 5.402 -27.203 0.4040
H -16.521 4.587 -29.304 0.3663
H -16.598 2.924 -29.582 0.2619
C -17.379 1.289 -30.441 -0.0454
O -18.253 1.435 -31.469 -0.6906
N -17.697 0.674 -29.349 -0.4294
N -16.157 1.699 -30.436 -0.3044
H -18.716 0.588 -29.238 0.6044
H -17.203 0.913 -28.464 0.2427
H -15.883 2.176 -31.297 0.3885
H -15.355 1.323 -29.934 0.2640
C -19.155 6.002 -30.061 0.4265
O -20.019 6.783 -30.808 -0.7558
N -18.494 6.358 -29.019 -0.3122
N -18.961 4.717 -30.248 -0.1060
H -18.673 7.328 -28.611 0.3285
H -18.182 5.686 -28.293 0.3734
H -19.576 4.153 -30.811 0.2193
H -18.346 4.238 -29.613 0.0258
C -21.546 6.325 -27.380 -1.0696
C -22.131 6.042 -26.056 0.9485
C -23.700 6.370 -26.000 -1.8777
O -22.048 4.929 -25.500 -0.6098
H -20.477 6.441 -27.153 0.0940
H -21.918 7.209 -27.806 0.6261
H -21.646 5.576 -28.149 -0.0226
H -21.722 6.747 -25.320 0.3778
H -23.887 7.409 -26.241 0.4700
H -24.174 6.099 -25.045 0.4010
H -24.321 5.876 -26.673 0.4589
H -21.149 4.668 -25.363 0.1853
C -18.266 -2.010 -31.676 -1.6291
C -18.871 -2.023 -30.296 1.1977
C -19.750 -3.302 -30.113 -1.5867
O -18.180 -1.998 -29.326 -0.5848
H -17.752 -1.041 -31.839 0.2587
H -19.024 -2.130 -32.463 0.3218
H -17.552 -2.814 -31.671 0.4256
H -19.607 -1.247 -30.198 0.0020
H -19.143 -4.134 -30.287 0.5121
H -20.520 -3.351 -30.856 0.4318
H -20.251 -3.370 -29.130 0.1266
H -17.918 -1.070 -29.290 0.4461
C -17.700 -2.854 -25.871 -1.6115
C -18.793 -1.787 -25.975 0.1962
C -18.360 -0.352 -26.055 -0.5833
O -19.628 -1.982 -26.841 -0.2065
H -17.169 -2.884 -26.852 0.2576
H -18.161 -3.824 -25.766 0.4125
H -16.953 -2.766 -25.087 0.3923
H -19.313 -1.883 -24.987 0.3667
H -17.812 -0.225 -26.916 0.3025
H -17.789 0.030 -25.227 0.3863
H -19.196 0.306 -26.067 0.0363
H -19.197 -1.935 -27.718 0.1692
C -21.500 2.236 -29.789 -2.2255
C -20.434 1.888 -28.791 3.1645
C -20.566 2.609 -27.459 -0.7521
O -20.371 0.692 -28.490 0.0402
H -21.222 1.874 -30.765 0.4560
H -21.540 3.343 -29.853 0.3991
H -22.480 1.753 -29.544 0.0900
H -19.559 2.235 -29.275 -1.4290
H -19.901 2.325 -26.662 -0.2723
H -21.493 2.446 -27.059 1.3486
H -20.543 3.691 -27.729 -0.3310
H -21.207 0.499 -28.045 -0.2301
C -24.058 2.645 -27.554 0.1201
C -24.945 3.025 -26.379 0.7572
C -25.904 1.938 -25.991 -1.5983
O -24.298 3.289 -25.356 -0.5907
H -23.470 1.753 -27.466 -0.5984
H -23.306 3.495 -27.707 0.0371
H -24.662 2.457 -28.440 0.5086
H -25.582 3.919 -26.612 0.0205
H -26.661 1.685 -26.746 0.3697
H -26.508 2.076 -25.132 0.4683
H -25.383 1.008 -25.774 0.2257
H -23.565 3.890 -25.513 0.3063
```

---

Record 12
C4H5N3O | wB97M-V/def2-TZVPD

Results
HOMO	-8.72	eV
SMILES	O=C1N[C@H]2C=NN[C@@H]12
spin multiplicity	1
LUMO energy	0.9	eV

```
13
Properties=species:S:1:pos:R:3:mulliken_charge:R:1
C -1.111 -1.027 0.570 0.2511
C 0.411 -0.172 -0.769 -0.0425
C 0.393 1.258 -0.907 -0.3296
C 0.462 -0.461 0.710 0.0280
H -1.671 -0.836 -1.676 0.2720
H 1.052 -0.709 -1.549 0.2858
H 0.529 1.911 -1.775 0.3707
H 0.744 1.221 2.248 0.2138
H 1.148 -1.208 1.124 0.3447
N -0.908 -1.052 -0.904 -0.3810
N 0.495 1.694 0.384 -0.5094
N 0.545 0.793 1.401 0.0124
O -2.089 -1.413 1.143 -0.5160
```